DFT (the ωB97M-V functional and the def2-TZVPD basis) results for a 4-piece molecular cluster, C2H13NO3 overall.

```
19
Properties=species:S:1:pos:R:3:mulliken_charge:R:1
C -2.901 0.665 -0.622 -1.064
C -1.543 0.834 -1.302 -0.401
N -0.450 0.558 -0.345 -0.546
H -3.565 0.159 -1.295 0.306
H -2.809 -0.002 0.233 0.309
H -3.450 1.569 -0.369 0.301
H -1.497 0.093 -2.100 0.311
H -1.364 1.797 -1.791 0.340
H 0.442 0.614 -0.841 0.274
H -0.378 1.287 0.361 0.199
H 4.026 -1.643 0.180 0.308
H 2.635 -1.269 -0.084 0.329
O 3.481 -0.846 0.144 -0.638
H 1.516 0.248 1.136 0.331
H 2.670 0.592 2.076 0.306
O 1.718 0.692 1.962 -0.640
H 0.244 -1.543 0.164 0.344
H 0.460 -1.764 1.682 0.323
O 0.764 -2.043 0.810 -0.692
```

As for the net charge: 0. The calculation puts the total energy at -364.46047 hartree. Its SMILES is CCN.O.O.O. The calculation puts the energy above the lowest of the compared OMol25 structures with the same formula, charge and spin at 0.7368 eV. For the frontier orbital gap, the calculation gives 10.74 eV.



DFT (the ωB97M-V functional and the def2-TZVPD basis) results for a 4-piece molecular cluster, C2H13NO3S overall at a distorted geometry.

```
20
Properties=species:S:1:pos:R:3:mulliken_spin:R:1
C 0.820 -0.410 0.610 0.027
C 1.940 -0.888 1.511 -0.028
S 2.347 -2.657 1.346 0.990
N 0.629 1.072 0.722 0.011
H 1.133 -0.628 -0.438 -0.007
H -0.133 -0.925 0.659 0.000
H 2.825 -0.252 1.451 0.020
H 1.619 -0.844 2.562 -0.005
H 1.743 -3.018 2.479 -0.010
H 1.604 1.384 0.765 0.001
H 0.393 1.326 -0.240 0.001
H -3.754 3.157 -3.984 0.000
H -2.856 2.772 -2.859 0.000
O -3.568 2.423 -3.392 0.000
H 1.214 2.229 2.270 0.001
H 2.231 3.002 3.037 0.000
O 1.309 3.041 2.775 0.000
H -2.951 -4.344 -2.888 0.000
H -3.394 -3.017 -3.608 0.000
O -3.152 -3.423 -2.778 0.000
```

As for the net charge: +1. Its spin multiplicity is 2. The calculation puts the total energy at -762.26569 hartree. The calculation puts the energy above the lowest of the compared OMol25 structures with the same formula, charge and spin at 1.0620 eV. The expectation value of S² is 0.753. For the frontier orbital gap (alpha / beta), the calculation gives 8.81 / 3.66 eV.



DFT (the ωB97M-V functional and the def2-TZVPD basis) results for a 5-piece molecular cluster, C2H13NO4 overall at a distorted geometry.

```
20
Properties=species:S:1:pos:R:3:mulliken_spin:R:1
C 0.520 1.229 1.663 0.867
C -0.222 2.058 0.893 -0.020
N 0.189 2.555 -0.421 0.099
H 1.421 0.633 1.285 -0.198
H 0.134 1.035 2.652 -0.313
H -0.925 2.687 1.487 -0.047
H 0.950 2.212 -0.909 -0.046
H 0.141 3.477 -0.608 -0.020
H 1.200 -2.138 -0.278 0.068
H 2.592 -2.377 -0.903 -0.014
O 1.941 -2.786 -0.259 0.048
H -1.266 0.762 -0.483 -0.050
H -2.075 -0.495 -0.089 0.159
O -1.859 0.108 -0.911 0.340
H -0.363 -1.645 1.619 0.361
H -1.637 -2.569 1.461 -0.059
O -1.351 -1.632 1.192 -0.233
H 0.418 -1.219 -3.257 -0.063
H -0.209 -0.616 -1.853 -0.037
O 0.400 -1.280 -2.281 0.159
```

As for the net charge: -1. Its spin multiplicity is 2. The calculation puts the total energy at -439.61761 hartree. The calculation puts the energy above the lowest of the compared OMol25 structures with the same formula, charge and spin at 1.2482 eV. The expectation value of S² is 0.751. For the frontier orbital gap (alpha / beta), the calculation gives 2.79 / 9.06 eV.



DFT (the ωB97M-V functional and the def2-TZVPD basis) results for a 4-piece molecular cluster, C2H13NO4 overall at a distorted geometry.

```
20
Properties=species:S:1:pos:R:3:mulliken_charge:R:1
C 0.245 1.113 -2.361 -0.725
N -1.199 0.845 -2.045 -0.322
C -1.467 -0.118 -1.040 -0.201
O -1.313 -1.520 -1.360 -0.534
H 0.828 0.618 -1.591 0.269
H 0.369 2.184 -2.315 0.259
H 0.440 0.727 -3.351 0.289
H -1.722 0.654 -2.884 0.260
H -0.834 0.070 -0.176 0.145
H -2.477 0.027 -0.641 0.302
H -1.115 -1.589 -2.298 0.278
H -1.825 2.512 1.525 0.313
H -1.153 1.262 2.049 0.313
O -1.951 1.560 1.591 -0.631
H -1.004 -2.417 0.646 0.348
H -0.737 -3.886 0.536 0.302
O -0.969 -3.216 1.185 -0.663
H 5.014 1.781 3.193 0.318
H 5.940 0.874 2.431 0.320
O 5.904 1.398 3.241 -0.638
```

As for the net charge: 0. The calculation puts the total energy at -439.67255 hartree. Its SMILES is CNCO.O.O.O. The calculation puts the energy above the lowest of the compared OMol25 structures with the same formula, charge and spin at 1.3672 eV. For the frontier orbital gap, the calculation gives 9.90 eV.



DFT (the ωB97M-V functional and the def2-TZVPD basis) results for a 4-piece molecular cluster, C2H13NO4 overall at a distorted geometry.

```
20
Properties=species:S:1:pos:R:3:mulliken_spin:R:1
C -1.502 -0.479 -0.761 0.031
N -0.134 -0.695 -1.325 0.685
C 0.581 -1.762 -0.615 -0.009
O 0.004 -2.975 -0.713 0.044
H -1.381 0.095 0.202 0.002
H -1.994 0.384 -1.328 0.005
H -1.999 -1.392 -0.744 0.027
H -0.364 -1.113 -2.275 -0.008
H 0.556 -1.513 0.447 0.001
H 1.600 -1.706 -1.097 -0.001
H -0.029 -3.498 0.086 0.004
H -0.618 3.327 2.123 0.000
H -0.048 3.773 0.837 0.000
O 0.023 3.110 1.495 0.000
H 1.393 0.138 2.459 0.000
H 0.176 0.206 1.628 -0.001
O 0.453 -0.216 2.429 0.000
H 0.982 2.032 -0.413 -0.012
H 1.043 0.669 -1.211 -0.004
O 1.259 1.616 -1.226 0.235
```

As for the net charge: +1. Its spin multiplicity is 2. The calculation puts the total energy at -439.30195 hartree. The calculation puts the energy above the lowest of the compared OMol25 structures with the same formula, charge and spin at 2.3280 eV. The expectation value of S² is 0.758. For the frontier orbital gap (alpha / beta), the calculation gives 12.08 / 5.64 eV.



DFT (the ωB97M-V functional and the def2-TZVPD basis) results for a 5-piece molecular cluster, C2H13O4S overall at a distorted geometry.

```
20
Properties=species:S:1:pos:R:3:mulliken_charge:R:1
C -0.152 2.159 -1.031 -0.729
C 0.138 2.259 0.454 -0.675
S 0.976 0.816 1.307 -0.644
H -1.198 1.943 -1.297 0.185
H 0.386 1.353 -1.545 0.130
H 0.092 3.054 -1.613 0.325
H -0.795 2.360 0.999 0.371
H 0.831 3.077 0.659 0.284
H -1.594 0.385 1.242 0.281
H -2.488 -0.386 0.263 0.315
O -2.369 -0.205 1.208 -0.736
H 0.359 -1.186 -2.034 0.382
H -1.093 -1.455 -1.790 0.284
O -0.437 -1.510 -2.494 -0.643
H 1.947 -0.644 -0.129 0.207
H 2.075 -0.111 -1.498 0.340
O 2.048 -0.970 -1.059 -0.694
H -0.249 -2.370 0.247 0.309
H -1.346 -1.923 1.252 0.400
O -1.002 -2.689 0.764 -0.693
```

As for the net charge: -1. The calculation puts the total energy at -783.20006 hartree. The calculation puts the energy above the lowest of the compared OMol25 structures with the same formula, charge and spin at 0.5904 eV. For the frontier orbital gap, the calculation gives 7.20 eV.